C41H77Br15Hg2N4O4 | ωB97M-V/def2-TZVPD

Values from the calculation:
- LUMO: -0.13342 Eh
- Highest occupied orbital energy: -5.8 eV
- Kohn-Sham gap: 2.211 eV
- Energy above the lowest of the compared OMol25 structures with the same formula, charge and spin: 244.2 kcal/mol
- Electronic energy: -1116880.921 eV

The geometry in ORCA input format:
```
! RIJCOSX wB97M-V def2-TZVPD def2/J DEFGRID3
* xyz 0 1
Hg 2.46 10.64 -10.71
Hg 3.57 9.04 -5.48
C 8.31 6.61 -2.22
C 7.31 6.57 -3.50
C 7.25 5.15 -4.15
C 6.44 4.09 -3.41
C 5.07 4.63 -3.00
C 5.13 6.08 -2.36
N 5.88 6.99 -3.26
O 5.65 8.46 -2.92
C 5.61 5.99 -0.88
C 3.57 6.46 -2.26
C 7.94 7.42 -4.65
H 9.32 6.41 -2.57
H 8.08 5.85 -1.47
H 8.20 7.58 -1.73
H 8.27 4.76 -4.08
H 7.05 5.17 -5.22
H 6.95 3.79 -2.49
H 6.38 3.14 -3.94
H 4.50 3.91 -2.42
H 4.41 4.74 -3.86
H 4.79 5.71 -0.22
H 6.17 6.89 -0.63
H 6.35 5.19 -0.92
H 2.94 5.69 -1.81
H 3.14 6.47 -3.26
H 3.47 7.44 -1.81
H 8.03 8.48 -4.40
H 7.50 7.29 -5.64
H 8.94 7.05 -4.87
C -0.39 7.68 -7.27
C -1.15 8.84 -6.49
C -1.88 8.11 -5.28
C -2.34 8.99 -4.17
C -1.30 10.11 -3.77
C -0.68 10.94 -5.01
N -0.19 9.88 -5.95
O 0.62 10.38 -6.99
C 0.54 11.55 -4.26
C -1.55 12.11 -5.62
C -2.21 9.41 -7.45
H 0.02 7.98 -8.23
H -1.08 6.85 -7.48
H 0.37 7.15 -6.69
H -1.32 7.25 -4.90
H -2.75 7.59 -5.68
H -2.67 8.41 -3.30
H -3.23 9.57 -4.41
H -0.48 9.50 -3.39
H -1.72 10.70 -2.96
H 1.14 10.90 -3.61
H 0.10 12.29 -3.58
H 1.25 11.96 -4.98
H -2.62 12.10 -5.42
H -1.32 12.45 -6.64
H -1.22 13.00 -5.09
H -3.04 9.96 -7.01
H -2.70 8.61 -7.99
H -1.88 10.12 -8.21
C 8.21 10.30 -9.78
C 6.91 10.60 -10.59
C 7.33 11.09 -12.05
C 7.65 9.87 -12.93
C 6.53 8.77 -12.86
C 6.12 8.30 -11.43
N 5.94 9.47 -10.56
O 5.34 9.21 -9.24
C 7.20 7.26 -10.90
C 4.81 7.45 -11.55
C 6.24 11.88 -9.99
H 7.99 10.17 -8.72
H 9.03 11.00 -9.66
H 8.72 9.39 -10.11
H 8.24 11.69 -12.00
H 6.55 11.68 -12.51
H 8.57 9.38 -12.61
H 7.87 10.23 -13.94
H 6.94 7.93 -13.42
H 5.64 9.13 -13.38
H 8.25 7.55 -11.03
H 7.15 6.33 -11.45
H 6.98 7.01 -9.86
H 4.01 8.09 -11.93
H 4.38 7.10 -10.61
H 4.88 6.59 -12.21
H 5.16 12.02 -10.07
H 6.75 12.82 -10.20
H 6.33 11.76 -8.91
C -0.40 15.26 -13.08
C -0.30 14.01 -12.11
C -1.75 13.91 -11.57
C -2.60 13.34 -12.64
C -2.16 11.92 -13.09
C -0.72 11.91 -13.53
N 0.22 12.67 -12.62
O 1.60 12.66 -13.14
C -0.78 12.44 -15.05
C -0.15 10.35 -13.56
C 0.60 14.42 -10.92
H -0.75 16.07 -12.44
H -1.00 15.12 -13.98
H 0.60 15.58 -13.38
H -2.19 14.81 -11.15
H -1.81 13.26 -10.70
H -2.74 13.95 -13.53
H -3.61 13.24 -12.23
H -2.73 11.63 -13.97
H -2.39 11.16 -12.34
H -1.56 13.16 -15.27
H -1.02 11.54 -15.62
H 0.14 12.87 -15.45
H -0.74 9.90 -14.36
H -0.36 9.83 -12.63
H 0.91 10.25 -13.81
H 0.50 15.47 -10.65
H 1.66 14.52 -11.16
H 0.56 13.72 -10.08
C 11.13 15.09 -5.78
Br 12.05 14.27 -7.42
Br 9.92 16.61 -6.34
Br 12.42 15.94 -4.51
H 10.47 14.46 -5.17
C 6.13 15.50 -17.26
Br 5.93 14.11 -18.75
Br 6.22 17.41 -17.91
Br 7.74 15.10 -16.13
H 5.31 15.21 -16.61
C 8.02 18.74 -11.68
Br 9.50 17.58 -11.42
Br 6.36 17.73 -11.89
Br 8.09 19.83 -13.35
H 7.91 19.30 -10.75
C 5.27 2.74 -15.22
Br 4.91 0.91 -15.92
Br 4.17 4.09 -16.22
Br 7.21 3.17 -15.33
H 4.99 2.77 -14.17
C 14.13 6.48 -7.36
Br 15.76 5.90 -8.30
Br 13.49 5.31 -5.94
Br 12.70 6.69 -8.73
H 14.26 7.48 -6.94
*
```

C22H23F3O8S | ωB97M-V/def2-TZVPD

Values from the calculation:
- LUMO: -0.07060 Eh
- Highest occupied orbital energy: -9.2 eV
- Kohn-Sham gap: 7.261 eV
- SMILES string: O=C1C=CC(=O)c2c(CCCS)cc(CCCF)cc21.O=C1OC[C@@H](F)O1.O=C1OC[C@@H](F)O1
- Electronic energy: -58539.155 eV

The geometry in ORCA input format:
```
! RIJCOSX wB97M-V def2-TZVPD def2/J DEFGRID3
* xyz 0 1
O 1.12 -5.09 -1.23
C 0.46 -4.38 -0.30
C -0.38 -5.08 0.96
C -1.68 -4.45 1.41
C -2.26 -3.09 0.64
O -3.56 -2.92 0.39
C -1.07 -2.01 0.17
C -1.26 -0.37 0.23
C -2.65 0.31 0.77
C -2.89 1.87 0.24
C -4.50 2.18 0.57
S -5.10 3.81 -0.12
C 0.08 0.51 -0.27
C 1.49 -0.18 -0.77
C 2.84 0.68 -1.23
C 2.87 2.22 -0.66
C 3.09 2.30 0.99
F 3.66 3.66 1.28
C 1.67 -1.84 -0.81
C 0.36 -2.71 -0.33
H 0.05 -6.02 1.52
H -2.27 -4.94 2.33
H -3.57 -0.31 0.33
H -2.77 0.25 1.96
H -2.80 1.86 -0.95
H -2.17 2.64 0.73
H -4.66 2.10 1.74
H -5.11 1.27 0.10
H -4.08 4.49 -0.80
H 0.00 1.70 -0.22
H 2.98 0.65 -2.41
H 3.79 0.13 -0.78
H 3.75 2.84 -1.16
H 1.82 2.70 -0.90
H 2.07 2.14 1.56
H 3.87 1.46 1.27
H 2.67 -2.32 -1.16
O -5.51 -0.29 -4.63
C -5.81 -1.06 -3.73
O -4.98 -2.03 -3.25
C -5.65 -2.61 -2.14
C -7.08 -2.31 -2.43
F -7.77 -2.14 -1.28
O -7.02 -1.07 -3.10
H -5.29 -2.14 -1.22
H -5.45 -3.69 -2.09
H -7.57 -3.05 -3.06
O 8.51 -0.12 2.05
C 8.08 1.02 2.12
O 7.42 1.65 1.10
C 6.98 2.89 1.62
C 7.93 3.13 2.74
F 7.33 3.82 3.74
O 8.21 1.83 3.21
H 5.94 2.80 1.95
H 7.03 3.68 0.86
H 8.86 3.63 2.45
*
```

Q: Which of these has the highest electronic energy?
A: C22H23F3O8S